Arrangement A

Formula: C2H7ClNOPS
Source: OMol25
Level of theory: ωB97M-V/def2-TZVPD

HOMO energy: -8.730 eV
HOMO-LUMO gap: 9.0 eV
charge: 0
spin multiplicity: 1

CARTESIAN COORDINATES (ANGSTROEM)
C -0.24473 0.85146 0.90915
N 0.57237 -0.22252 0.37075
C -0.18148 -1.06729 -0.48694
S -2.11156 -2.08427 -0.01410
P 2.36482 0.29150 0.29674
O 2.49915 0.62571 -1.29790
Cl 3.20236 -1.51147 0.29348
H -1.03840 0.41317 1.52001
H 0.35766 1.50415 1.53654
H -0.71342 1.44936 0.11817
H 0.37570 -1.94096 -0.80214
H -0.66337 -0.54060 -1.30028
H -2.81185 -0.96155 -0.09855
H 2.95055 1.44720 -1.49993

***

Arrangement B

Formula: C2H7ClNOPS
Source: OMol25
Level of theory: ωB97M-V/def2-TZVPD

HOMO energy: -8.237 eV
HOMO-LUMO gap: 8.3 eV
charge: 0
spin multiplicity: 1

CARTESIAN COORDINATES (ANGSTROEM)
C -0.20004 1.56604 -0.59866
C -0.69191 0.75004 1.51438
N -0.86345 0.77796 0.13901
O 0.84643 -2.27982 -1.46697
P -2.16575 -0.57929 -0.74385
S -2.41859 -1.79796 0.74722
Cl -3.55926 0.96426 -0.48623
H -0.23941 1.63811 -1.66046
H 0.42558 2.24211 -0.05957
H 0.51889 -3.07299 -0.92360
H -0.56313 -0.30013 1.58970
H 0.04668 1.41827 1.91092
H -1.78664 0.99893 1.92272
H 1.76284 -2.49626 -1.77519

***

Preferred: arrangement A; penalty for the next structure: 21.7 kJ/mol.

***

Arrangement A

Formula: C19H52O7
Source: OMol25
Level of theory: ωB97M-V/def2-TZVPD

HOMO energy: -9.339 eV
HOMO-LUMO gap: 9.7 eV
charge: 0
spin multiplicity: 1

CARTESIAN COORDINATES (ANGSTROEM)
C -1.33373 4.27200 -2.66531
C -0.64173 3.49000 -1.49431
C -1.52173 3.76700 -0.16331
O -0.73673 2.06900 -1.77931
H -2.34073 4.27800 -2.57731
H -0.81873 4.04800 -3.53731
H -1.18173 5.26300 -2.64631
H 0.23027 3.76600 -1.31831
H -1.24273 2.87800 0.60569
H -2.42273 3.42500 -0.47331
H -1.58273 4.78900 0.37769
H -0.22673 1.46500 -1.33431
C -4.15573 -0.90500 -3.07831
C -2.86373 -0.21000 -3.62631
C -2.85773 -0.27400 -5.15931
O -2.96573 1.15500 -3.33131
H -5.02873 -0.72800 -3.71131
H -4.29673 -0.70800 -1.97431
H -4.09673 -2.01100 -3.14631
H -2.10673 -0.67800 -2.95931
H -1.96973 0.21700 -5.45031
H -3.78673 0.33500 -5.75231
H -2.97373 -1.22700 -5.46731
H -2.14673 1.37100 -3.04431
C 4.84327 -1.67500 -0.14931
C 4.93027 -0.41700 -1.09631
C 4.54927 -0.70700 -2.50331
O 4.17827 0.70100 -0.60031
H 5.44827 -2.46700 -0.41031
H 3.89327 -1.94100 0.03169
H 5.40227 -1.39900 0.77069
H 5.99427 -0.18300 -1.03131
H 5.30127 -1.47300 -2.77531
H 4.58227 0.18600 -3.24631
H 3.54327 -1.00500 -2.65231
H 4.59227 1.29500 -0.01231
C -4.29173 0.91900 3.36069
C -4.37273 1.82500 2.13569
C -4.59173 1.06500 0.77469
O -5.39473 2.79600 2.34269
H -5.40073 0.52600 3.47669
H -3.95273 1.41500 4.21069
H -3.50973 0.17300 3.07369
H -3.57173 2.36300 1.98869
H -3.78873 0.32200 0.69569
H -4.85173 1.85600 -0.08431
H -5.50873 0.45500 0.98769
H -5.98773 2.72000 1.64069
C -0.14173 0.23700 1.30869
C 0.87127 -0.29800 0.14169
C -0.03573 -1.21200 -0.91931
O 1.37527 0.68000 -0.60231
H -1.01873 0.83200 0.72569
H 0.22927 0.69600 2.13069
H -0.45373 -0.54200 1.78269
H 1.60027 -0.90100 0.87769
H -0.66573 -2.06400 -0.34431
H 0.63627 -1.50800 -1.66931
H -0.74273 -0.68400 -1.36131
H 2.40227 0.32500 -0.88931
C 2.50027 -0.19900 4.22169
C 3.21327 -1.36300 3.52769
C 4.40627 -1.81000 4.33069
O 2.30927 -2.48200 3.43869
H 2.35327 -0.36800 5.32069
H 1.68727 0.26900 3.78969
H 2.85527 0.68300 4.15869
H 3.36827 -1.21200 2.43269
H 4.08527 -2.08100 5.38969
H 5.13127 -1.06600 4.24069
H 4.70727 -2.70500 3.88169
H 2.09027 -2.80400 4.32769
C 1.39827 -4.27100 0.48569
O 1.87027 -5.40000 -0.26131
H 0.13427 -4.02600 0.55169
H 1.83327 -3.13100 0.37669
H 1.61627 -4.57100 1.54169
H 1.41727 -6.22100 -0.15831

***

Arrangement B

Formula: C19H52O7
Source: OMol25
Level of theory: ωB97M-V/def2-TZVPD

HOMO energy: -9.371 eV
HOMO-LUMO gap: 9.7 eV
charge: 0
spin multiplicity: 1

CARTESIAN COORDINATES (ANGSTROEM)
C -2.07405 0.09908 -0.18098
C -0.71481 -0.58479 -0.61801
C -0.41717 -0.47663 -2.03890
O 0.38917 -0.09372 0.04796
H -2.69588 -0.20539 0.73844
H -2.75287 -0.09444 -1.06191
H -2.06973 1.13221 -0.34902
H -0.91736 -1.61595 -0.28409
H -1.19509 -0.91649 -2.69023
H 0.40943 -1.05563 -2.24735
H -0.37273 0.45311 -2.42657
H 1.08455 -0.63011 0.07516
C -0.70935 3.20349 1.54713
C 0.43171 3.38900 0.51150
C 1.00628 4.73688 0.58924
O 1.36424 2.45952 0.87662
H -0.35415 3.48153 2.55488
H -1.01088 2.16011 1.71012
H -1.54855 3.92919 1.48265
H -0.16423 3.16716 -0.49479
H 1.39509 4.88355 1.58919
H 0.33020 5.51811 0.38490
H 1.87859 4.75395 0.06626
H 0.97942 1.54329 0.75677
C -6.58445 -0.68802 4.28691
C -5.17590 -0.73566 3.74125
C -4.72066 0.45341 2.94759
O -4.31785 -0.81661 4.84998
H -6.65248 0.26371 4.78885
H -6.84313 -1.26728 5.15553
H -7.42438 -0.77697 3.43331
H -5.00222 -1.50815 2.98221
H -5.07843 1.40930 3.49325
H -5.09701 0.34855 1.83313
H -3.64384 0.59923 2.87996
H -3.47254 -0.96990 4.58590
C 3.37464 -0.63936 -2.04631
C 3.66270 -1.09974 -0.60548
C 4.13309 -0.01700 0.33041
O 2.47129 -1.69684 -0.21148
H 4.26918 -0.36764 -2.56477
H 2.57072 0.20114 -1.93472
H 2.94014 -1.37849 -2.60643
H 4.46179 -1.95400 -0.58401
H 5.11291 0.40547 -0.08377
H 4.32444 -0.49028 1.34320
H 3.42132 0.73438 0.41122
H 2.51615 -2.56085 -0.56775
C -0.72335 -4.79969 0.52649
C -1.06725 -5.40318 -0.89190
C -1.43099 -4.25227 -1.83419
O 0.07854 -6.00718 -1.45276
H 0.16663 -4.25014 0.33529
H -0.18231 -5.54175 1.29390
H -1.35087 -3.92856 1.00574
H -1.83810 -6.22600 -0.96097
H -1.83842 -4.31531 -2.90175
H -0.76580 -3.31284 -1.95954
H -2.17198 -3.72673 -1.64127
H -0.26287 -6.58221 -2.17724
C 2.66840 2.86446 -2.94153
C 2.56148 4.24068 -3.69000
C 1.66335 4.12879 -4.97574
O 2.03088 5.23862 -2.83355
H 3.22197 3.11562 -2.00540
H 3.12863 2.07255 -3.39343
H 1.51601 2.68641 -2.55043
H 3.45590 4.74464 -4.02471
H 1.79372 3.41243 -5.88008
H 1.32006 5.14863 -5.47119
H 0.76949 3.71366 -4.73683
H 2.57539 5.41491 -2.04193
C 1.98427 -2.21762 3.14589
O 3.04565 -3.00680 3.72775
H 1.35967 -1.86584 3.88614
H 1.29120 -2.94783 2.46792
H 2.35953 -1.43133 2.52663
H 3.12388 -3.65155 3.05171

***

Preferred: arrangement B; penalty for the next structure: 275.2 kJ/mol.

***

Arrangement A

Formula: C4H6N
Source: OMol25
Level of theory: ωB97M-V/def2-TZVPD

HOMO energy: -14.778 eV
HOMO-LUMO gap: 11.2 eV
charge: +1
spin multiplicity: 1

CARTESIAN COORDINATES (ANGSTROEM)
C 2.60097 -0.13832 -0.32604
C 1.56823 0.01369 0.26707
C 0.28331 0.47552 0.74443
C -0.84865 -0.69641 0.19446
N -0.57974 0.57873 -0.52250
H 3.49372 -0.30640 -0.84385
H 0.22172 1.04809 1.55763
H -0.37046 -1.56748 -0.17539
H -1.76114 -0.91996 0.69534
H -0.14233 0.57399 -1.39590
H -1.29557 1.28083 -0.37593

***

Arrangement B

Formula: C4H6N
Source: OMol25
Level of theory: ωB97M-V/def2-TZVPD

HOMO energy: -15.740 eV
HOMO-LUMO gap: 10.6 eV
charge: +1
spin multiplicity: 1

CARTESIAN COORDINATES (ANGSTROEM)
C -1.16341 1.60178 -1.59395
C -0.53154 0.73762 -0.68198
N 0.08306 -0.06098 0.20112
C 0.09923 -1.14786 1.09942
C 1.32894 -0.50195 0.66883
H -1.67822 2.53393 -1.50053
H -1.45172 0.81297 -2.34252
H -0.22234 -2.15313 0.79095
H -0.24091 -0.81636 1.97946
H 1.86706 -0.07251 1.53642
H 1.90986 -0.93350 -0.15721

***

Arrangement C

Formula: C4H6N
Source: OMol25
Level of theory: ωB97M-V/def2-TZVPD

HOMO energy: -14.870 eV
HOMO-LUMO gap: 8.8 eV
charge: +1
spin multiplicity: 1

CARTESIAN COORDINATES (ANGSTROEM)
C -0.23765 -0.24932 1.58009
C 1.11468 0.49018 -0.60182
C -0.13262 0.99807 -1.16016
C -0.04220 -0.00099 0.29143
N -0.91584 -0.21585 -0.89029
H 0.53061 -0.01546 2.29907
H -1.14006 -0.70959 1.95010
H 1.64955 -0.37418 -0.99421
H 1.80846 1.25513 -0.26744
H -1.93207 -0.08477 -0.82060
H -0.70286 -1.09323 -1.38618

***

Preferred: arrangement A; penalty for the next structure: 67.2 kJ/mol.